Record 1
Formula: C11H16InN4S5
Source: OMol25
Level of theory: the ωB97M-V functional and the def2-TZVPD basis

Orbital gap, Ha: 0.2216
Relative energy (zero: lowest compared OMol25 entry of this formula, charge and spin), eV: 0.0000
HOMO level, eV: -10.363
Maximum force, eV/Å: 0.57
DFT total energy, a.u.: -2828.51347
E_LUMO, eV: -4.33

```
! wB97M-V def2-TZVPD RIJCOSX def2/J DEFGRID3
* xyz 1 1
In -0.6707 0.5599 0.9781
C 1.0347 1.3992 -1.9183
C -0.3954 1.5300 -2.4244
S -1.6194 0.5779 -1.4791
C -1.1147 -1.1430 -1.7687
C -2.1452 -2.0113 -1.0669
S -2.3206 -1.6704 0.7104
C -1.2497 -2.9074 1.4596
C 0.2379 -2.7300 1.1978
S 0.8509 -1.1815 1.9564
C 3.2167 -0.9423 0.5306
C 2.7890 1.6585 0.2882
S 1.1362 2.1398 -0.2675
H 1.6907 1.9631 -2.5816
H 1.3795 0.3668 -1.8761
H -0.4944 1.2091 -3.4611
H -0.7417 2.5631 -2.3639
H -0.1054 -1.2927 -1.3848
H -1.1262 -1.3271 -2.8433
H -1.9153 -3.0700 -1.1885
H -3.1344 -1.8400 -1.4914
H -1.5953 -3.8883 1.1315
H -1.4610 -2.8473 2.5299
H 0.5087 -2.7884 0.1456
H 0.7630 -3.5309 1.7210
H 3.5718 -1.0439 -0.4893
H 3.6185 -1.6501 1.2460
H 3.4641 1.6917 -0.5689
H 3.0643 2.4585 0.9705
S 2.8089 0.6258 2.8287
C 2.7846 0.3621 1.0910
N 1.7604 -0.6359 0.5825
N -3.9203 4.9774 0.3020
C -3.6552 4.2326 1.1395
N -3.3944 3.3528 2.1225
C -2.3205 2.7262 2.0932
N -1.3000 2.1060 2.1487
*
```

=====

Record 2
Formula: C11H16N2O
Source: OMol25
Level of theory: the ωB97M-V functional and the def2-TZVPD basis

Orbital gap, Ha: 0.2819
Relative energy (zero: lowest compared OMol25 entry of this formula, charge and spin), eV: 0.3247
HOMO level, eV: -15.833
Maximum force, eV/Å: 2.37
DFT total energy, a.u.: -612.82420
E_LUMO, eV: -8.16

```
! wB97M-V def2-TZVPD RIJCOSX def2/J DEFGRID3
* xyz 2 1
C 0.8881 -0.1929 -4.8290
C 1.5048 0.8303 -4.1256
C -0.0495 -0.9947 -4.1946
C 1.1523 1.0312 -2.7976
C -0.3495 -0.7158 -2.8704
C 0.7487 -0.4646 1.2052
C 0.8687 -0.7305 2.6984
C -0.8505 0.9106 2.3916
C -1.7990 -0.8793 0.6785
C -1.1135 0.7880 -0.1844
C -0.6681 0.1114 1.0813
N 0.2515 0.2593 -2.2242
N 0.2637 0.4935 3.2988
O -2.0578 -0.0606 -0.4822
H 1.1255 -0.3575 -5.8687
H 2.2327 1.4733 -4.5926
H -0.5453 -1.8037 -4.7049
H 1.5962 1.8189 -2.2070
H -1.0969 -1.2795 -2.3313
H 1.4835 0.2701 0.8744
H 0.8871 -1.3674 0.6147
H 0.2772 -1.6014 2.9883
H 1.8947 -0.8729 3.0354
H -0.8013 1.9847 2.2020
H -1.8119 0.6927 2.8611
H -1.4987 -1.8905 0.4034
H -2.6824 -0.9102 1.3174
H -1.0201 1.7684 -0.6150
H -0.0634 0.3281 4.2586
H 0.9743 1.2327 3.3546
*
```

=====

Record 3
Formula: C11H16N4O3
Source: OMol25
Level of theory: the ωB97M-V functional and the def2-TZVPD basis

Orbital gap, Ha: 0.3254
Relative energy (zero: lowest compared OMol25 entry of this formula, charge and spin), eV: 3.3045
SMILES: O=C(O)[C@H](Cc1c[nH]cn1)NC(=O)[C@@H]1CCCN1
HOMO level, eV: -8.380
Maximum force, eV/Å: 5.69
DFT total energy, a.u.: -873.44661
E_LUMO, eV: 0.47

```
! wB97M-V def2-TZVPD RIJCOSX def2/J DEFGRID3
* xyz 0 1
O -1.3648 3.8961 0.4954
C -0.8733 3.0774 -0.2428
O 0.0620 3.2749 -1.2954
C -1.2759 1.5183 -0.3912
C -2.3693 1.1281 0.7134
C -2.7882 -0.2964 0.3450
C -1.8764 -1.3319 0.5745
N -2.4947 -2.5006 0.0850
C -3.6682 -1.9684 -0.4795
N -3.7818 -0.6505 -0.4336
N -0.1026 0.7363 -0.2751
C 0.6776 0.9748 0.8329
O 0.3793 1.7517 1.6718
C 1.8753 -0.0327 0.8559
C 2.9056 0.3071 -0.1807
C 3.1859 -1.0018 -0.8806
C 2.3726 -1.9871 -0.0010
N 1.2979 -1.2883 0.5137
H 0.0903 4.2399 -1.4967
H -1.6730 1.4046 -1.4370
H -2.0535 1.1704 1.7708
H -3.2205 1.8653 0.6392
H -0.9056 -1.3216 0.9231
H -2.0320 -3.2442 -0.3013
H -4.3954 -2.5130 -0.9938
H 0.2178 0.1669 -0.9734
H 2.4735 0.0301 1.9442
H 3.8996 0.6621 0.1824
H 2.4957 1.1746 -0.6342
H 4.1942 -1.1693 -1.1547
H 2.7481 -1.0309 -1.8534
H 2.0275 -2.8887 -0.5336
H 3.1535 -2.4267 0.7476
H 0.8187 -1.7267 1.2631
*
```

=====

Record 4
Formula: C11H16N4O5
Source: OMol25
Level of theory: the ωB97M-V functional and the def2-TZVPD basis

Orbital gap, Ha: 0.3409
Relative energy (zero: lowest compared OMol25 entry of this formula, charge and spin), eV: 1.4374
SMILES: N[C@@H](Cc1c[nH]cn1)C(=O)N[C@@H](CCC(=O)O)C(=O)O
HOMO level, eV: -8.778
Maximum force, eV/Å: 3.62
DFT total energy, a.u.: -1024.02163
E_LUMO, eV: 0.50

```
! wB97M-V def2-TZVPD RIJCOSX def2/J DEFGRID3
* xyz 0 1
N 0.5089 -1.0107 1.8029
C -0.7247 -0.3869 1.2733
C -0.8714 0.9682 1.8491
C -1.1607 1.1570 3.2858
C -2.2957 1.7337 3.8524
N -2.1137 1.6488 5.2210
C -0.9739 0.9292 5.3947
N -0.2836 0.7673 4.3151
C -0.6949 -0.2392 -0.2836
O -1.6557 0.1249 -0.8897
N 0.4134 -0.7140 -0.8139
C 0.6106 -1.1889 -2.1132
C 1.6890 -0.3658 -2.8847
C 1.4237 1.1381 -2.9650
C 0.2848 1.3571 -3.8799
O -0.6440 2.0333 -3.5793
O 0.3476 0.7903 -5.1581
C 1.0066 -2.6352 -2.1216
O 1.0418 -3.4112 -1.1665
O 1.2068 -3.0618 -3.4026
H 0.4321 -1.9949 1.9300
H 0.7824 -0.5884 2.6848
H -1.5829 -0.9852 1.6332
H -1.6525 1.5122 1.2993
H 0.0307 1.6369 1.6171
H -3.0462 2.2964 3.4395
H -2.8092 1.8853 5.9284
H -0.7675 0.5793 6.4232
H 0.9920 -1.1337 -0.0944
H -0.3642 -1.0639 -2.6279
H 2.6394 -0.5487 -2.3592
H 1.9445 -0.7557 -3.8923
H 2.3667 1.5167 -3.3182
H 1.3532 1.6059 -1.9978
H 1.1780 0.3960 -5.2461
H 1.3886 -3.9923 -3.1557
*
```

=====

Record 5
Formula: C11H17AsBrN4NiOS5
Source: OMol25
Level of theory: the ωB97M-V functional and the def2-TZVPD basis

Orbital gap (spin up / spin down), Ha: 0.1920 / 0.1921
Relative energy (zero: lowest compared OMol25 entry of this formula, charge and spin), eV: 0.0000
HOMO level (spin up / spin down), eV: -3.650 / -3.651
Maximum force, eV/Å: 0.82
DFT total energy, a.u.: -9032.73336
E_LUMO (spin up / spin down), eV: 1.57 / 1.58

```
! wB97M-V def2-TZVPD RIJCOSX def2/J DEFGRID3
* xyz -1 1
Ni 1.2939 -1.4142 0.5534
S -1.9026 -1.1846 3.4946
As -0.3859 -2.6129 2.8875
S 1.6019 -1.6738 2.7717
S -0.4262 -2.8550 0.6785
S -0.4364 -4.4350 3.9257
O 3.1752 2.1428 -0.5994
S 3.6219 0.9127 0.0846
N 2.6685 -0.1039 0.4613
C -2.5665 1.2846 1.2310
C -1.7416 0.1958 0.5422
N -0.3324 0.5936 0.5330
C -0.1481 1.6639 -0.4362
C -1.1724 2.7970 -0.1611
N -1.7367 2.5531 1.2141
C -0.5931 2.4038 2.1851
C 0.0742 1.0569 1.8639
H -2.7304 1.0152 2.2773
H -3.5147 1.4988 0.7391
H -2.0556 0.0289 -0.4893
H -1.8646 -0.7341 1.0979
H -0.3120 1.2730 -1.4411
H 0.8835 2.0310 -0.3746
H -2.0118 2.7931 -0.8545
H -0.7140 3.7851 -0.1584
H -2.3175 3.3386 1.4890
H -1.0071 2.4175 3.1924
H 0.0585 3.2652 2.0376
H -0.2445 0.3029 2.5871
H 1.1577 1.1384 1.9045
Br 0.5358 -5.0109 -3.8562
C 0.9734 -3.2744 -3.2637
C 1.0216 -2.2226 -4.1549
C 1.3672 -0.9749 -3.6667
C 1.6354 -0.8365 -2.3130
N 1.5603 -1.8562 -1.4584
C 1.2379 -3.0635 -1.9194
H 0.8043 -2.3796 -5.2032
H 1.4316 -0.1155 -4.3201
H 1.9295 0.1178 -1.8897
H 1.1820 -3.8621 -1.1917
*
```

=====

Record 6
Formula: C11H17AsCeCl2NO6SSe
Source: OMol25
Level of theory: the ωB97M-V functional and the def2-TZVPD basis

Orbital gap (spin up / spin down), Ha: 0.2539 / 0.2843
Relative energy (zero: lowest compared OMol25 entry of this formula, charge and spin), eV: 1.6189
HOMO level (spin up / spin down), eV: -6.709 / -7.539
<S²>: 0.751
Maximum force, eV/Å: 7.38
DFT total energy, a.u.: -7366.41618
E_LUMO (spin up / spin down), eV: 0.20 / 0.20

```
! wB97M-V def2-TZVPD RIJCOSX def2/J DEFGRID3
* xyz 0 2
Ce -0.5587 -0.1209 -0.3559
Cl -1.4053 1.7682 1.3036
C -0.0089 2.7040 1.8034
C -0.2497 3.7376 2.6969
C 0.7858 4.5462 3.1293
C 2.0687 4.3175 2.6546
C 2.2992 3.2806 1.7754
Cl 3.8946 3.0193 1.2122
C 1.2786 2.4181 1.3168
S 1.7350 1.1210 0.2478
H -1.2569 3.8925 3.0457
H 0.5996 5.3451 3.8282
H 2.8954 4.9351 2.9668
O -2.1565 -1.1912 -1.1254
Se -1.1680 -1.8764 -2.2655
O -1.4623 -1.2727 -3.6865
O 0.3467 -1.3407 -1.7633
O -1.2085 -3.4450 -2.1098
C -0.0036 -3.6973 2.7735
As -0.4547 -2.8890 1.0217
C -2.2472 -3.5983 0.7338
C 1.0916 -3.5232 0.0161
O -0.4270 -1.2714 1.4024
H 0.0438 -4.7851 2.7394
H -0.7535 -3.3819 3.5030
H 0.9677 -3.2978 3.0784
H -2.1728 -4.6568 0.4976
H -2.7422 -3.0858 -0.0880
H -2.7954 -3.4428 1.6680
H 1.1672 -4.6008 0.1721
H 1.9523 -2.9970 0.4553
H 1.0347 -3.3119 -1.0476
C -0.7606 2.6048 -4.0179
C -0.2211 1.6913 -2.9549
N 0.9076 1.0359 -3.2254
O -0.7909 1.5763 -1.8542
H -0.0375 2.7789 -4.8087
H -1.0663 3.5501 -3.5747
H -1.6443 2.1217 -4.4308
H 1.2912 1.0346 -4.1560
H 1.2319 0.3069 -2.5774
*
```

=====

Copy entry 1 word for word.
Formula: C11H16InN4S5
Source: OMol25
Level of theory: the ωB97M-V functional and the def2-TZVPD basis

Orbital gap, Ha: 0.2216
Relative energy (zero: lowest compared OMol25 entry of this formula, charge and spin), eV: 0.0000
HOMO level, eV: -10.363
Maximum force, eV/Å: 0.57
DFT total energy, a.u.: -2828.51347
E_LUMO, eV: -4.33

```
! wB97M-V def2-TZVPD RIJCOSX def2/J DEFGRID3
* xyz 1 1
In -0.6707 0.5599 0.9781
C 1.0347 1.3992 -1.9183
C -0.3954 1.5300 -2.4244
S -1.6194 0.5779 -1.4791
C -1.1147 -1.1430 -1.7687
C -2.1452 -2.0113 -1.0669
S -2.3206 -1.6704 0.7104
C -1.2497 -2.9074 1.4596
C 0.2379 -2.7300 1.1978
S 0.8509 -1.1815 1.9564
C 3.2167 -0.9423 0.5306
C 2.7890 1.6585 0.2882
S 1.1362 2.1398 -0.2675
H 1.6907 1.9631 -2.5816
H 1.3795 0.3668 -1.8761
H -0.4944 1.2091 -3.4611
H -0.7417 2.5631 -2.3639
H -0.1054 -1.2927 -1.3848
H -1.1262 -1.3271 -2.8433
H -1.9153 -3.0700 -1.1885
H -3.1344 -1.8400 -1.4914
H -1.5953 -3.8883 1.1315
H -1.4610 -2.8473 2.5299
H 0.5087 -2.7884 0.1456
H 0.7630 -3.5309 1.7210
H 3.5718 -1.0439 -0.4893
H 3.6185 -1.6501 1.2460
H 3.4641 1.6917 -0.5689
H 3.0643 2.4585 0.9705
S 2.8089 0.6258 2.8287
C 2.7846 0.3621 1.0910
N 1.7604 -0.6359 0.5825
N -3.9203 4.9774 0.3020
C -3.6552 4.2326 1.1395
N -3.3944 3.3528 2.1225
C -2.3205 2.7262 2.0932
N -1.3000 2.1060 2.1487
*
```

=====

Q: The lowest maximum force belongs to which entry?
A: C11H16InN4S5